(1)
This record from the Open Molecules 2025 dataset describes 2 unconnected molecules or ions with the total composition C5H10 at a distorted geometry. The level of theory is wB97M-V/def2-TZVPD.

```
15
Properties=species:S:1:pos:R:3:forces:R:3:mulliken_charge:R:1
C 0.291 1.429 0.949 -1.42 1.03 1.80 -0.90
C 0.152 0.339 0.006 0.12 0.86 -1.29 -0.33
C 1.363 -0.222 -0.430 2.97 -3.95 0.35 0.68
C 2.241 -1.056 0.293 0.63 1.80 -2.33 -0.80
C 1.434 0.610 -1.581 -1.61 -2.01 0.63 -1.13
H -0.622 1.637 1.580 0.84 -0.17 -0.73 0.31
H 0.470 2.271 0.258 0.05 0.16 1.24 0.27
H 1.118 1.154 1.617 -0.08 0.80 -0.22 0.33
H -0.769 0.046 -0.503 0.09 0.41 0.18 0.44
H -6.782 -2.837 0.501 -0.07 0.10 -0.05 0.00
H 3.341 -1.242 0.001 -2.02 0.47 0.17 0.21
H 2.022 -1.286 1.308 -0.39 -0.32 0.62 0.31
H -7.178 -2.285 0.196 0.07 -0.10 0.05 0.00
H 2.393 0.731 -2.038 0.48 1.27 0.13 0.35
H 0.525 0.710 -2.158 0.35 -0.33 -0.55 0.27
```
Positions in Å, forces in eV/Å.

Summary:
- Calculated total energy: -196.28699 a.u.
- ΔE to the lowest compared entry with this formula, charge and spin: 138.94 kcal/mol
- HOMO-LUMO gap: 6.657 eV
- Net charge: 0
- HOMO: -6.9949 eV

***

(2)
This record from the Open Molecules 2025 dataset describes a molecular structure, C9H4AsI2NOReS4SbSe4. The level of theory is wB97M-V/def2-TZVPD.

```
28
Properties=species:S:1:pos:R:3:forces:R:3:mulliken_charge:R:1
Re -1.116 0.224 0.840 0.05 -0.22 0.24 0.86
I -1.359 2.694 -3.659 0.05 -0.03 0.00 0.08
C 0.085 1.378 -2.951 -0.08 0.06 0.01 -0.42
C 1.205 1.052 -3.743 0.01 -0.01 0.00 -0.32
C 2.158 0.182 -3.293 0.05 -0.01 -0.03 -0.25
I 3.785 -0.243 -4.534 -0.03 0.01 0.03 0.09
C 2.041 -0.419 -2.011 -0.03 0.01 0.01 0.44
C 2.947 -1.340 -1.440 0.02 -0.01 -0.01 -0.60
C 2.701 -1.846 -0.197 0.00 0.00 0.02 -1.01
C 1.552 -1.446 0.505 -0.02 0.02 0.01 -0.05
N 0.687 -0.591 0.010 0.03 0.03 -0.12 0.31
C 0.919 -0.074 -1.238 0.03 -0.04 0.01 0.24
C -0.069 0.830 -1.704 -0.01 0.01 -0.03 0.93
O -1.111 1.094 -0.910 0.04 0.01 -0.02 -0.87
H 1.300 1.504 -4.720 0.00 0.00 0.00 0.35
H 3.827 -1.638 -1.995 0.00 0.00 0.00 0.22
H 3.377 -2.554 0.261 0.00 0.00 0.00 0.39
H 1.333 -1.840 1.490 0.00 -0.01 0.00 0.44
Se -2.174 0.650 4.635 -0.11 -0.09 0.01 -0.03
Sb -0.778 1.227 6.691 0.24 -0.03 0.00 0.39
Se -0.321 0.057 3.270 -0.02 0.05 -0.13 -0.10
Se 0.371 1.921 2.114 0.05 0.14 0.04 -0.33
Se -2.047 0.504 8.491 -0.12 0.05 0.02 -0.39
S -2.203 -1.781 0.916 -0.01 0.02 -0.06 -0.29
As -4.051 -0.987 1.937 -0.03 -0.01 0.01 0.28
S -3.225 1.102 1.388 -0.06 0.04 0.00 -0.14
S -4.268 0.873 -0.482 -0.04 0.00 0.01 0.00
S -5.569 -0.531 0.330 0.01 0.00 -0.01 -0.20
```
Positions in Å, forces in eV/Å.

Summary:
- Calculated total energy: -14823.66892 a.u.
- ΔE to the lowest compared entry with this formula, charge and spin: 1.91 kcal/mol
- HOMO-LUMO gap: 5.352 eV
- Net charge: 0
- HOMO: -7.4886 eV